1.
This record from OMol25 describes a molecular structure, C47H36BF4N4O3PTa in a non-equilibrium geometry. The level of theory is ωB97M-V/def2-TZVPD.

Calculated values
E_LUMO = -4.0 eV
energy relative to the best compared isomer or geometry (same formula, charge and spin) = 0.790 eV
total charge = +1
frontier orbital gap = 6.5 eV

Last column: Löwdin charge in e.
Geometry (Å):
Ta 0.4727 -0.5144 0.7870  2.0200
P -1.9066 -0.8188 -0.7233  1.1214
F 2.4446 -2.4526 4.1214  0.2252
F 0.6774 -1.2347 3.2121  0.0418
F 0.8483 -3.5020 2.8303  0.1554
F 2.2733 -1.9688 1.8630  0.0518
O 0.4595 -2.2964 0.0657  -0.3528
O 0.3213 1.3542 -0.2277  -0.2662
O -0.5373 3.8606 -0.0437  0.0739
N 1.8221 -0.3602 -1.1690  -0.0764
N 2.0041 0.9123 1.8746  0.0605
N 2.0176 0.8876 -1.6632  0.0959
N -1.4690 -2.1775 1.9229  0.0550
C -3.9923 1.0981 -0.4503  -0.0862
C -0.7406 2.7445 3.5206  -0.0115
C -0.0578 1.8045 2.7463  -0.1963
C -2.1676 1.6321 -1.9288  -0.1151
C 1.4082 1.8211 2.6532  -0.1867
C -0.7688 0.8021 2.0634  -0.2265
C -1.8715 -1.5661 -2.3999  -0.3189
C 3.3827 0.8667 1.7965  -0.1599
C -2.7740 -2.4223 1.3838  -0.3011
C -2.7225 -1.7420 -4.6491  -0.0590
C -2.1479 0.7761 2.2285  -0.1196
C -1.0271 -3.2621 -3.8953  -0.0592
C 5.5894 1.7317 2.4476  -0.0157
C 1.3310 3.1644 -1.4486  -0.0802
C 4.0586 -0.0977 1.0226  -0.0271
C 2.4889 4.8976 -2.6757  -0.0784
C -4.9590 -3.4215 1.5255  -0.0515
C -1.8695 -2.8070 -4.8973  -0.0643
C -4.3435 -2.1766 -0.4297  -0.0713
C 2.3880 -2.6957 -1.2904  -0.1536
C 2.2594 -5.3790 -0.5719  -0.0327
C 3.5261 2.7489 3.3122  0.0339
C -5.2698 -2.9350 0.2622  -0.0577
C 0.5910 5.4650 -1.3067  -0.0054
C 0.4468 4.1315 -0.9228  -0.2532
C -3.9690 3.1878 -1.6441  -0.0565
C 3.3207 -3.6195 -1.7864  -0.0155
C 5.4251 -0.1550 0.9972  -0.0377
C -1.0295 -2.6480 -2.6529  -0.0742
C -2.7591 2.8454 -2.2324  -0.0588
C -3.0986 -1.9001 0.1332  -0.2952
C 1.5954 5.8419 -2.1709  -0.0613
C 4.1820 1.7930 2.5145  -0.1389
C 1.3077 -4.4983 -0.1013  0.0085
C -4.5822 2.3149 -0.7592  -0.0574
C -2.7248 -1.1208 -3.4100  -0.0854
C -2.8279 1.6988 3.0085  -0.0487
C -2.1161 2.6983 3.6504  -0.0509
C 1.2229 1.7474 -1.1032  -0.3930
C 6.2088 0.7652 1.7112  -0.0537
C 3.2762 -4.9442 -1.4215  -0.0583
C 1.3723 -3.1448 -0.4248  -0.3338
C -2.7809 0.7493 -1.0374  -0.3665
C -3.7166 -3.1692 2.0818  -0.0083
C 2.4787 -1.3285 -1.7125  -0.0400
C 2.1700 2.7565 3.3836  0.0263
C 2.3511 3.5773 -2.3189  -0.0227
B 1.5952 -2.3627 3.0818  -1.2022
H -3.4624 -3.5613 3.0595  0.1226
H -3.3939 -0.2899 -3.2367  0.1054
H 3.1623 -1.0861 -2.5229  0.1487
H -0.3662 -4.0994 -4.0788  0.1116
H -2.6271 3.4287 4.2629  0.1132
H -5.6812 -4.0112 2.0740  0.1147
H -2.7224 -0.0033 1.7509  0.0539
H 4.0936 -3.2588 -2.4552  0.1215
H -3.9041 1.6336 3.1042  0.1137
H 4.1123 3.4614 3.8792  0.1320
H -0.5216 2.9159 0.1785  0.0707
H 6.1603 2.4650 3.0033  0.1220
H 3.5126 -0.8264 0.4588  0.0659
H 0.5156 -4.8315 0.5560  0.1263
H 5.9077 -0.9357 0.4233  0.1155
H 7.2876 0.7010 1.6780  0.1137
H -3.3912 -1.3882 -5.4227  0.1124
H -4.4344 4.1350 -1.8825  0.1120
H -6.2372 -3.1395 -0.1764  0.1136
H -4.4855 0.4180 0.2324  0.1043
H -0.3838 -3.0252 -1.8755  0.0761
H -5.5294 2.5834 -0.3092  0.1111
H -0.1066 6.1853 -0.8996  0.1231
H -1.2323 1.3529 -2.4028  0.1133
H 3.0182 2.8206 -2.7065  0.1105
H -1.4887 -2.1669 2.9374  0.1134
H 4.0201 -5.6353 -1.7915  0.1126
H -0.8432 -2.9354 1.6661  0.0716
H 3.2806 5.2017 -3.3463  0.1059
H -4.5889 -1.7825 -1.4079  0.1130
H -1.8673 -3.2818 -5.8696  0.1113
H 1.6798 3.4830 4.0095  0.1081
H 2.2174 -6.4182 -0.2738  0.1186
H -2.2758 3.5234 -2.9235  0.1172
H 1.6957 6.8812 -2.4555  0.1115
H -0.2078 3.5332 4.0306  0.1050

Force components x, y, z for each atom (eV/Å):
0.2 1.6 0.0
-0.2 0.4 0.0
0.0 0.0 0.0
-0.1 0.1 -0.6
0.1 0.1 0.1
-0.2 0.3 -0.4
-0.2 -0.8 0.0
-0.1 -0.9 0.6
0.0 0.1 0.1
-0.7 -0.4 1.6
-0.5 -0.6 -0.3
0.3 0.4 -0.4
0.4 0.2 -0.3
0.1 -0.1 -0.1
0.1 0.0 0.0
-0.1 0.0 -0.1
0.0 0.0 0.0
0.2 0.0 -0.1
-0.1 -0.3 -0.1
0.3 0.0 0.1
0.4 0.2 0.1
-0.1 0.1 -0.2
0.0 0.0 0.0
0.0 -0.2 0.0
0.0 0.0 0.0
0.1 0.0 0.0
-0.4 0.2 0.2
0.1 0.0 -0.1
0.1 0.0 -0.1
0.1 0.0 0.0
0.0 0.0 0.0
0.0 0.0 0.0
-0.2 -0.2 0.2
0.1 0.0 -0.1
-0.1 0.0 0.0
-0.1 0.0 0.0
-0.1 0.0 0.0
0.3 -0.2 0.0
0.0 0.0 0.0
0.0 0.1 -0.1
-0.1 0.0 0.0
0.0 0.0 0.0
0.0 0.0 0.0
0.3 0.1 0.1
0.0 0.0 0.0
-0.3 -0.1 -0.1
-0.3 0.2 0.2
-0.1 0.1 0.0
0.0 0.0 0.1
0.1 0.0 0.0
-0.1 0.0 0.0
0.4 -0.4 -0.2
0.1 0.1 0.1
0.0 0.0 0.0
0.8 -0.4 -0.3
0.1 -0.1 0.0
0.1 0.0 0.1
-0.1 0.1 -0.1
0.1 0.1 0.0
-0.1 0.0 0.0
0.0 0.0 0.1
0.0 0.0 0.0
0.0 0.0 0.0
-0.1 0.1 0.0
0.0 0.0 0.0
0.0 0.0 0.0
0.0 0.0 0.0
-0.1 0.1 0.0
0.0 0.0 0.0
0.0 0.0 0.0
0.0 0.0 0.0
0.0 -0.1 0.0
0.0 0.0 0.0
0.0 -0.1 0.1
0.0 0.0 0.0
0.0 0.0 0.0
0.0 0.0 0.0
0.0 0.0 0.0
0.0 0.0 0.0
0.0 0.0 0.0
0.0 0.0 0.0
-0.1 0.0 -0.1
0.0 0.0 0.0
0.0 0.0 0.0
0.0 0.1 0.0
0.0 0.0 0.0
0.1 0.2 0.0
0.0 0.0 0.0
0.0 -0.1 0.1
0.0 0.0 0.0
0.0 0.0 0.0
0.0 0.0 0.0
0.0 0.0 0.0
0.0 0.0 0.0
0.0 0.0 0.0
0.0 0.0 0.0
0.0 0.0 0.0

2.
This record from OMol25 describes a molecular structure, C9H19N8O4Tc in a non-equilibrium geometry. The level of theory is ωB97M-V/def2-TZVPD.

Calculated values
E_LUMO (spin up / spin down) = -10.4 / -11.0 eV
spin multiplicity = 4
energy relative to the best compared isomer or geometry (same formula, charge and spin) = 0.000 eV
total charge = +3
frontier orbital gap (spin up / spin down) = 8.1 / 7.5 eV

Last column: natural (NBO) charge in e.
Geometry (Å):
Tc -1.5395 1.3639 0.5778  1.7454
O 1.2685 -0.0404 -1.7879  -0.4458
O -1.9030 2.6709 2.3110  -0.6025
O -1.4458 3.3660 0.3047  -0.5948
O -0.3031 1.1481 -0.7127  -0.6074
N -5.7361 0.9391 -0.2715  -0.5263
N 4.2893 -0.9783 -1.5718  -0.5571
N -0.9168 -0.6266 1.0086  -0.8151
N -7.9823 0.3632 -0.2941  -0.6953
N -7.1541 1.5896 1.4307  -0.7191
N -3.3844 0.9539 0.2927  -0.6798
N 6.2899 -0.0613 -2.4265  -0.7633
N 6.3517 -1.5616 -0.6513  -0.7690
C 3.4610 -1.7932 -0.6725  -0.2267
C 5.6229 -0.9065 -1.5778  0.6878
C -6.9398 0.9102 0.3215  0.6780
C 0.3222 -1.0649 0.1662  -0.1762
C 2.8962 -0.9158 0.4981  -0.4260
C 0.4975 -0.0641 -0.9053  0.7823
C -1.8316 3.6201 1.5045  0.6646
C 1.5935 -1.3668 1.0945  -0.3891
C -4.5626 0.9481 0.0849  0.7518
H -1.9803 4.6230 1.8217  0.1981
H -7.7978 -0.1688 -1.1104  0.4446
H 3.6084 -0.8734 1.3166  0.2523
H 6.0571 -2.3919 -0.1996  0.4224
H -8.0599 1.6670 1.8218  0.4365
H -6.3416 1.9968 1.9613  0.4356
H -8.9037 0.4056 0.1537  0.4435
H 2.7165 -2.2605 -1.2953  0.2286
H 1.5064 -0.7828 2.0543  0.2346
H 7.3633 -1.3851 -0.5322  0.4456
H 1.6083 -2.4113 1.3165  0.2518
H -1.6828 -1.2888 0.7964  0.4431
H 7.2228 -0.3374 -2.7488  0.4404
H 5.7693 0.5320 -3.0567  0.4254
H -0.6521 -0.7215 1.9871  0.4367
H 3.7950 -0.5672 -2.3483  0.4314
H 2.8302 0.1004 0.1428  0.2235
H 3.9987 -2.6793 -0.4112  0.2206
H 0.0486 -1.9504 -0.3936  0.2689

Force components x, y, z for each atom (eV/Å):
0.1 1.4 0.6
0.0 -0.6 -0.3
-0.6 -1.4 -0.3
-0.7 -0.2 0.2
0.8 -1.5 -0.6
0.7 -0.7 -0.3
0.3 -0.3 -0.2
0.7 -1.3 -0.8
0.7 0.5 1.2
2.6 0.6 1.0
-0.6 -0.1 0.2
-0.5 -1.2 0.6
1.1 0.8 -0.7
0.0 0.9 0.0
1.1 0.6 0.2
-1.6 0.8 0.0
-0.8 -0.4 1.5
1.0 -0.9 -0.7
0.4 2.6 -0.1
1.1 0.2 -0.3
-1.1 1.7 -0.1
0.2 0.2 -0.1
-0.3 1.1 0.2
-0.3 -0.5 -0.8
0.3 -0.1 0.0
-0.6 -0.6 0.3
-0.8 0.1 0.5
-1.6 -0.6 -0.9
0.5 -0.3 -0.6
-0.8 0.4 -0.2
-0.3 -0.6 -0.8
-1.0 0.1 -0.4
-0.2 -0.7 0.3
0.4 0.4 0.5
-0.6 0.3 0.3
0.0 -0.1 0.1
-0.2 -0.2 0.2
0.1 0.1 -0.1
-0.1 0.3 -0.2
0.6 -0.3 0.9
-0.1 -0.5 0.2

3.
This record from OMol25 describes a single C4H10O molecule. The level of theory is ωB97M-V/def2-TZVPD.

Calculated values
E_LUMO = 1.2 eV
energy relative to the best compared isomer or geometry (same formula, charge and spin) = 0.584 eV
frontier orbital gap = 10.8 eV

Last column: natural (NBO) charge in e.
Geometry (Å):
O 0.6974 -0.8328 -0.1843  -0.5453
C 1.9890 -0.3462 -0.4324  -0.2444
C -0.5456 0.5210 1.3773  -0.6314
C -0.2868 0.1888 -0.0899  0.0988
C -1.5385 -0.3070 -0.7971  -0.6187
H -1.4011 1.1977 1.4870  0.2082
H -1.3215 -0.5329 -1.8451  0.2148
H 2.0425 0.1657 -1.4066  0.1618
H -0.7590 -0.4038 1.9256  0.2143
H -2.3286 0.4506 -0.7586  0.2062
H 2.6643 -1.2054 -0.4505  0.1935
H 0.3241 1.0004 1.8395  0.2087
H 2.3328 0.3526 0.3460  0.1612
H 0.0821 1.0867 -0.6136  0.1608
H -1.9095 -1.2214 -0.3225  0.2114

Force components x, y, z for each atom (eV/Å):
0.0 -0.1 -0.1
0.3 0.1 0.0
0.0 0.0 0.1
-0.2 0.1 0.0
-0.1 0.0 0.0
0.1 -0.1 0.0
0.0 0.0 0.1
0.0 -0.1 0.2
0.0 0.1 -0.1
0.1 -0.1 0.0
-0.1 0.1 0.0
-0.1 -0.1 -0.1
-0.1 -0.1 -0.1
-0.1 -0.1 0.1
0.1 0.1 0.0

4.
This record from OMol25 describes a molecular structure, C3H3NiO3 in a non-equilibrium geometry. The level of theory is ωB97M-V/def2-TZVPD.

Calculated values
E_LUMO (spin up / spin down) = 0.4 / -1.5 eV
spin multiplicity = 4
energy relative to the best compared isomer or geometry (same formula, charge and spin) = 4.534 eV
frontier orbital gap (spin up / spin down) = 8.6 / 7.3 eV

Last column: natural (NBO) charge in e.
Geometry (Å):
Ni -0.6855 -1.6339 0.3923  1.3267
O -0.0662 -0.7543 1.9952  -0.8129
O -0.5342 0.1200 -0.5201  -0.6638
O 0.1277 1.3272 -2.2671  -0.6785
C 0.4012 0.4146 1.6987  0.1647
C 0.2111 0.9695 0.4605  -0.0073
C 0.4685 0.9345 -1.0505  0.5351
H -1.2740 -3.0321 -0.2471  -0.5617
H 0.4001 0.6706 -2.9206  0.5147
H 0.9514 0.9841 2.4588  0.1830

Force components x, y, z for each atom (eV/Å):
-0.5 -1.5 0.1
-0.4 0.1 -0.4
-0.4 -1.5 1.0
0.3 2.2 -0.2
1.1 1.2 -0.6
-0.2 0.8 -2.3
-0.1 -1.9 2.3
0.3 0.8 0.1
0.2 0.0 0.2
-0.2 -0.2 -0.2

Please write out number 2 again, unchanged.
This record from OMol25 describes a molecular structure, C9H19N8O4Tc in a non-equilibrium geometry. The level of theory is ωB97M-V/def2-TZVPD.

Calculated values
E_LUMO (spin up / spin down) = -10.4 / -11.0 eV
spin multiplicity = 4
energy relative to the best compared isomer or geometry (same formula, charge and spin) = 0.000 eV
total charge = +3
frontier orbital gap (spin up / spin down) = 8.1 / 7.5 eV

Last column: natural (NBO) charge in e.
Geometry (Å):
Tc -1.5395 1.3639 0.5778  1.7454
O 1.2685 -0.0404 -1.7879  -0.4458
O -1.9030 2.6709 2.3110  -0.6025
O -1.4458 3.3660 0.3047  -0.5948
O -0.3031 1.1481 -0.7127  -0.6074
N -5.7361 0.9391 -0.2715  -0.5263
N 4.2893 -0.9783 -1.5718  -0.5571
N -0.9168 -0.6266 1.0086  -0.8151
N -7.9823 0.3632 -0.2941  -0.6953
N -7.1541 1.5896 1.4307  -0.7191
N -3.3844 0.9539 0.2927  -0.6798
N 6.2899 -0.0613 -2.4265  -0.7633
N 6.3517 -1.5616 -0.6513  -0.7690
C 3.4610 -1.7932 -0.6725  -0.2267
C 5.6229 -0.9065 -1.5778  0.6878
C -6.9398 0.9102 0.3215  0.6780
C 0.3222 -1.0649 0.1662  -0.1762
C 2.8962 -0.9158 0.4981  -0.4260
C 0.4975 -0.0641 -0.9053  0.7823
C -1.8316 3.6201 1.5045  0.6646
C 1.5935 -1.3668 1.0945  -0.3891
C -4.5626 0.9481 0.0849  0.7518
H -1.9803 4.6230 1.8217  0.1981
H -7.7978 -0.1688 -1.1104  0.4446
H 3.6084 -0.8734 1.3166  0.2523
H 6.0571 -2.3919 -0.1996  0.4224
H -8.0599 1.6670 1.8218  0.4365
H -6.3416 1.9968 1.9613  0.4356
H -8.9037 0.4056 0.1537  0.4435
H 2.7165 -2.2605 -1.2953  0.2286
H 1.5064 -0.7828 2.0543  0.2346
H 7.3633 -1.3851 -0.5322  0.4456
H 1.6083 -2.4113 1.3165  0.2518
H -1.6828 -1.2888 0.7964  0.4431
H 7.2228 -0.3374 -2.7488  0.4404
H 5.7693 0.5320 -3.0567  0.4254
H -0.6521 -0.7215 1.9871  0.4367
H 3.7950 -0.5672 -2.3483  0.4314
H 2.8302 0.1004 0.1428  0.2235
H 3.9987 -2.6793 -0.4112  0.2206
H 0.0486 -1.9504 -0.3936  0.2689

Force components x, y, z for each atom (eV/Å):
0.1 1.4 0.6
0.0 -0.6 -0.3
-0.6 -1.4 -0.3
-0.7 -0.2 0.2
0.8 -1.5 -0.6
0.7 -0.7 -0.3
0.3 -0.3 -0.2
0.7 -1.3 -0.8
0.7 0.5 1.2
2.6 0.6 1.0
-0.6 -0.1 0.2
-0.5 -1.2 0.6
1.1 0.8 -0.7
0.0 0.9 0.0
1.1 0.6 0.2
-1.6 0.8 0.0
-0.8 -0.4 1.5
1.0 -0.9 -0.7
0.4 2.6 -0.1
1.1 0.2 -0.3
-1.1 1.7 -0.1
0.2 0.2 -0.1
-0.3 1.1 0.2
-0.3 -0.5 -0.8
0.3 -0.1 0.0
-0.6 -0.6 0.3
-0.8 0.1 0.5
-1.6 -0.6 -0.9
0.5 -0.3 -0.6
-0.8 0.4 -0.2
-0.3 -0.6 -0.8
-1.0 0.1 -0.4
-0.2 -0.7 0.3
0.4 0.4 0.5
-0.6 0.3 0.3
0.0 -0.1 0.1
-0.2 -0.2 0.2
0.1 0.1 -0.1
-0.1 0.3 -0.2
0.6 -0.3 0.9
-0.1 -0.5 0.2

- What is the energy relative to the best compared isomer or geometry (same formula, charge and spin) in the third record?
  0.584 eV